Formula: C31H20Cl2NO5PPdS
Source: the OMol25 dataset
Level of theory: wB97M-V/def2-TZVPD

Values from the calculation:
* orbital gap: 5.860 eV
* E_LUMO: 0.160 Ha
* net charge: -2
* energy relative to the best compared isomer or geometry (same formula, charge and spin): 9.7 kcal/mol

Cartesian coordinates (Å):
1 Pd -1.424 -1.429 0.590
2 C -0.556 0.100 -4.906
3 C -1.484 -0.542 -4.098
4 C -1.206 -0.787 -2.759
5 C 0.025 -0.397 -2.221
6 C 0.954 0.242 -3.043
7 C 0.665 0.495 -4.377
8 P 0.343 -0.819 -0.459
9 C 1.552 0.408 0.158
10 C 1.529 1.753 -0.201
11 C 2.390 2.656 0.404
12 C 3.280 2.230 1.378
13 C 3.315 0.891 1.735
14 C 2.458 -0.014 1.128
15 C 1.362 -2.341 -0.530
16 C 2.445 -2.623 -1.310
17 C 3.164 -3.820 -1.088
18 C 2.800 -4.682 -0.088
19 C 1.676 -4.418 0.733
20 C 1.227 -5.274 1.767
21 C 0.103 -4.948 2.475
22 C -0.643 -3.776 2.203
23 C -0.248 -2.907 1.219
24 C 0.939 -3.233 0.486
25 H -0.786 0.300 -5.946
26 H -2.445 -0.838 -4.499
27 H -1.958 -1.243 -2.122
28 H 1.908 0.551 -2.632
29 H 1.389 1.005 -5.002
30 H 0.800 2.102 -0.917
31 H 2.336 3.705 0.138
32 H 3.930 2.942 1.872
33 H 3.990 0.551 2.510
34 H 2.467 -1.052 1.437
35 H 2.762 -1.932 -2.084
36 H 4.022 -4.053 -1.708
37 H 3.371 -5.590 0.078
38 H 1.769 -6.190 1.981
39 H -0.242 -5.617 3.257
40 H -1.558 -3.580 2.749
41 Cl 0.532 2.678 4.672
42 C -0.385 3.182 3.270
43 C -0.855 4.490 3.231
44 C -1.575 4.943 2.157
45 Cl -2.160 6.611 2.158
46 C -1.841 4.098 1.053
47 C -2.576 4.493 -0.085
48 C -2.767 3.602 -1.105
49 C -2.200 2.319 -1.007
50 N -1.509 1.928 0.033
51 C -1.340 2.763 1.075
52 C -0.617 2.214 2.244
53 O -0.239 1.037 2.304
54 H -0.652 5.150 4.064
55 H -2.990 5.491 -0.132
56 H -3.346 3.869 -1.980
57 H -2.333 1.593 -1.803
58 O -3.229 -0.436 -0.160
59 S -3.985 -1.675 0.284
60 O -5.384 -1.399 0.535
61 O -3.224 -2.026 1.574
62 O -3.747 -2.751 -0.691


Formula: C31H20N6O4Pd
Source: the OMol25 dataset
Level of theory: wB97M-V/def2-TZVPD

Values from the calculation:
* orbital gap: 7.095 eV
* E_LUMO: -0.028 Ha
* net charge: 0
* energy relative to the best compared isomer or geometry (same formula, charge and spin): 0.0 kcal/mol

Cartesian coordinates (Å):
1 Pd -0.006 0.004 -0.164
2 O -0.149 2.687 -3.177
3 C -0.314 1.836 -2.315
4 N 0.575 1.373 -1.431
5 C 1.908 1.803 -1.206
6 C 2.542 2.795 -1.936
7 C 3.860 3.118 -1.632
8 C 4.528 2.460 -0.615
9 C 3.893 1.467 0.122
10 C 2.581 1.143 -0.178
11 N 1.825 0.150 0.498
12 C 2.216 -0.682 1.470
13 O 3.321 -0.778 1.983
14 C 1.072 -1.540 1.969
15 C 1.264 -2.412 3.018
16 C 0.188 -3.160 3.467
17 C -1.042 -3.010 2.846
18 C -1.156 -2.123 1.791
19 N -0.117 -1.405 1.367
20 C -1.676 1.198 -2.134
21 C -2.729 1.574 -2.939
22 C -3.968 0.990 -2.731
23 C -4.106 0.049 -1.722
24 C -3.001 -0.283 -0.960
25 N -1.815 0.285 -1.166
26 H 2.006 3.288 -2.731
27 H 4.362 3.889 -2.202
28 H 5.555 2.714 -0.388
29 H 4.400 0.937 0.913
30 H 2.253 -2.470 3.450
31 H 0.304 -3.853 4.290
32 H -1.907 -3.575 3.162
33 H -2.083 -1.999 1.259
34 H -2.539 2.317 -3.701
35 H -4.816 1.262 -3.345
36 H -5.052 -0.434 -1.526
37 H -3.058 -1.029 -0.185
38 O 2.559 -0.985 -2.320
39 C 1.613 -1.729 -2.269
40 C 1.478 -3.026 -3.059
41 C 0.121 -3.583 -2.651
42 C -0.407 -2.574 -1.648
43 O -1.487 -2.664 -1.083
44 N 0.483 -1.551 -1.480
45 H 2.314 -3.674 -2.799
46 H 1.560 -2.794 -4.120
47 H 0.170 -4.559 -2.169
48 H -0.590 -3.663 -3.473
49 N -1.498 9.057 3.408
50 C -1.361 7.968 3.070
51 C -1.190 6.600 2.650
52 C 0.081 6.032 2.632
53 C 0.242 4.719 2.233
54 C -0.863 3.961 1.844
55 C -2.135 4.539 1.865
56 C -2.300 5.851 2.266
57 C -0.688 2.606 1.405
58 C -0.526 1.466 1.039
59 H 0.935 6.626 2.929
60 H 1.225 4.269 2.210
61 H -2.987 3.946 1.563
62 H -3.282 6.304 2.284


Formula: C31H22BrN6O2PdS3
Source: the OMol25 dataset
Level of theory: wB97M-V/def2-TZVPD

Values from the calculation:
* orbital gap (spin up / spin down): 7.163 / 6.350 eV
* E_LUMO (spin up / spin down): -0.132 / -0.162 Ha
* net charge: +1
* multiplicity: 3
* <S²>: 2.008

Cartesian coordinates (Å):
1 Pd 0.134 -0.387 1.201
2 Br 1.534 2.876 -5.654
3 C 1.090 2.355 -3.900
4 C 2.115 1.894 -3.092
5 C 1.932 1.654 -1.736
6 C 0.673 1.814 -1.221
7 C -0.386 2.195 -2.046
8 C -0.182 2.485 -3.385
9 N 0.424 1.576 0.176
10 C 0.342 2.594 0.944
11 C 0.229 2.338 2.371
12 C 0.347 3.357 3.288
13 C 0.301 3.157 4.607
14 C 0.003 1.870 5.020
15 C 0.013 0.846 4.085
16 N 0.097 1.070 2.780
17 H 3.110 1.680 -3.421
18 H 2.809 1.462 -1.181
19 H -1.363 2.240 -1.608
20 H -0.962 2.839 -3.990
21 H 0.284 3.595 0.533
22 H 0.389 4.327 2.821
23 H 0.444 4.008 5.226
24 H -0.167 1.688 6.095
25 H -0.084 -0.212 4.296
26 N -3.719 0.303 -0.813
27 C -4.799 0.769 -0.082
28 C -6.100 0.616 -0.496
29 C -7.147 1.054 0.321
30 C -6.901 1.553 1.615
31 C -5.612 1.682 2.031
32 C -4.548 1.356 1.183
33 S -2.867 1.540 1.613
34 N -2.190 0.074 0.959
35 C -2.609 -0.275 -0.213
36 C -1.958 -1.439 -0.899
37 C -2.631 -2.288 -1.761
38 C -1.923 -3.390 -2.265
39 C -0.591 -3.566 -1.967
40 C -0.021 -2.685 -1.020
41 N -0.671 -1.640 -0.513
42 H -3.813 0.201 -1.834
43 H -6.322 0.271 -1.469
44 H -8.118 0.961 -0.114
45 H -7.715 1.920 2.244
46 H -5.378 2.117 3.006
47 H -3.677 -2.126 -2.056
48 H -2.447 -4.069 -2.949
49 H 0.002 -4.481 -2.214
50 H 0.954 -2.897 -0.663
51 O 4.101 -0.730 -2.748
52 S 3.506 -1.749 -1.943
53 O 2.538 -2.685 -2.502
54 N 2.603 -1.124 -0.681
55 C 3.081 -1.480 0.452
56 S 2.187 -1.481 1.947
57 C 4.363 -2.261 0.369
58 C 5.251 -2.512 1.384
59 C 6.527 -3.092 1.048
60 C 6.818 -3.376 -0.292
61 C 5.929 -3.085 -1.304
62 C 4.710 -2.526 -0.946
63 H 5.036 -2.280 2.399
64 H 7.113 -3.402 1.862
65 H 7.782 -3.747 -0.565
66 H 6.130 -3.354 -2.334


Formula: C31H22Cl3HfN3O4S
Source: the OMol25 dataset
Level of theory: wB97M-V/def2-TZVPD

Values from the calculation:
* orbital gap: 6.451 eV
* E_LUMO: -0.251 Ha
* net charge: +2

Cartesian coordinates (Å):
1 Hf -1.159 -0.071 0.173
2 O 2.449 -0.138 2.876
3 C 2.357 1.154 3.264
4 C 3.390 1.608 4.081
5 C 3.395 2.910 4.524
6 C 2.380 3.808 4.165
7 C 1.367 3.369 3.358
8 C 1.328 2.035 2.890
9 C 0.226 1.635 2.047
10 O 0.147 0.349 1.633
11 N -0.675 2.521 1.671
12 N -1.597 1.938 0.825
13 C -2.593 2.556 0.322
14 C -3.457 1.778 -0.610
15 C -4.599 2.311 -1.156
16 C -5.359 1.523 -2.016
17 C -4.948 0.234 -2.299
18 C -3.789 -0.241 -1.715
19 N -3.052 0.512 -0.890
20 H 1.663 -0.380 2.366
21 H 4.168 0.910 4.359
22 H 4.201 3.243 5.168
23 H 2.394 4.827 4.522
24 H 0.569 4.038 3.067
25 H -2.797 3.598 0.550
26 H -4.895 3.323 -0.914
27 H -6.265 1.919 -2.456
28 H -5.513 -0.405 -2.963
29 H -3.434 -1.247 -1.899
30 Cl -4.176 -5.366 4.159
31 C -3.353 -4.382 3.010
32 C -3.543 -3.008 3.039
33 C -2.862 -2.274 2.097
34 Cl -2.991 -0.487 2.098
35 C -2.024 -2.821 1.142
36 O -1.405 -1.994 0.250
37 C -1.841 -4.190 1.157
38 Cl -0.770 -4.909 0.007
39 C -2.506 -4.975 2.085
40 H -4.187 -2.543 3.773
41 H -2.361 -6.046 2.089
42 O -0.222 0.759 -1.414
43 S 1.249 1.196 -1.796
44 C 1.493 0.674 -3.445
45 C 2.203 1.559 -4.245
46 C 2.482 1.178 -5.553
47 C 2.034 -0.044 -6.027
48 C 1.305 -0.908 -5.207
49 C 1.031 -0.559 -3.900
50 C 2.244 0.030 -0.896
51 C 1.739 -1.205 -0.510
52 C 2.573 -2.138 0.071
53 C 3.913 -1.814 0.275
54 C 4.401 -0.567 -0.086
55 C 3.566 0.375 -0.681
56 H 2.534 2.521 -3.871
57 H 3.037 1.846 -6.199
58 H 2.249 -0.333 -7.048
59 H 0.960 -1.859 -5.592
60 H 0.476 -1.231 -3.258
61 H 0.710 -1.490 -0.691
62 H 2.181 -3.103 0.368
63 H 4.575 -2.540 0.729
64 H 5.439 -0.317 0.093
65 H 3.948 1.348 -0.967


Formula: C31H22N9O4S4Zr
Source: the OMol25 dataset
Level of theory: wB97M-V/def2-TZVPD

Values from the calculation:
* orbital gap: 7.253 eV
* E_LUMO: -0.116 Ha
* net charge: +1
* energy relative to the best compared isomer or geometry (same formula, charge and spin): 36.6 kcal/mol

Cartesian coordinates (Å):
1 Zr 0.091 0.034 -0.453
2 O 2.397 1.370 2.872
3 C 1.916 1.162 1.776
4 N 0.954 0.280 1.429
5 C 0.951 -0.964 2.098
6 C 0.837 -1.155 3.463
7 C 0.947 -2.441 3.977
8 C 1.195 -3.512 3.138
9 C 1.316 -3.335 1.765
10 C 1.182 -2.061 1.227
11 N 1.301 -1.682 -0.128
12 C 1.143 -2.541 -1.129
13 O 0.840 -3.736 -1.110
14 C 1.296 -1.866 -2.480
15 C 1.775 -2.585 -3.571
16 C 1.738 -2.006 -4.825
17 C 1.182 -0.738 -4.944
18 C 0.760 -0.076 -3.804
19 N 0.835 -0.611 -2.580
20 C 2.524 1.792 0.536
21 C 3.631 2.626 0.682
22 C 4.385 2.948 -0.433
23 C 4.000 2.417 -1.657
24 C 2.862 1.628 -1.718
25 N 2.127 1.302 -0.654
26 H 0.693 -0.307 4.116
27 H 0.864 -2.597 5.042
28 H 1.311 -4.499 3.560
29 H 1.513 -4.176 1.118
30 H 2.154 -3.581 -3.411
31 H 2.110 -2.532 -5.690
32 H 1.076 -0.274 -5.910
33 H 0.335 0.923 -3.872
34 H 3.878 2.977 1.672
35 H 5.255 3.584 -0.353
36 H 4.574 2.605 -2.550
37 H 2.547 1.208 -2.667
38 N -2.005 -2.940 -1.746
39 C -2.414 -1.699 -2.037
40 N -1.690 -0.609 -1.946
41 C -2.375 0.484 -2.446
42 C -3.624 0.215 -2.918
43 S -3.998 -1.449 -2.732
44 C -1.742 1.790 -2.386
45 C -2.171 2.919 -3.017
46 S -1.252 4.292 -2.532
47 C -0.332 3.247 -1.472
48 N -0.653 1.975 -1.551
49 N 0.595 3.718 -0.614
50 H -1.153 -3.103 -1.220
51 H -2.698 -3.669 -1.702
52 H -4.351 0.886 -3.324
53 H -2.972 3.040 -3.716
54 H 0.735 4.719 -0.630
55 H 0.458 3.364 0.355
56 O -3.580 -0.597 0.273
57 S -2.346 -0.440 0.980
58 O -1.307 -1.384 0.546
59 N -1.646 1.021 0.736
60 C -1.457 1.634 1.917
61 S -0.681 3.079 2.111
62 C -1.987 0.906 3.075
63 C -1.980 1.333 4.394
64 C -2.497 0.482 5.358
65 C -2.994 -0.769 5.019
66 C -3.003 -1.204 3.696
67 C -2.504 -0.344 2.746
68 H -1.580 2.305 4.638
69 H -2.517 0.803 6.387
70 H -3.383 -1.410 5.794
71 H -3.394 -2.174 3.434


Formula: C31H23AsF2MnNOS3
Source: the OMol25 dataset
Level of theory: wB97M-V/def2-TZVPD

Values from the calculation:
* orbital gap (spin up / spin down): 6.649 / 7.261 eV
* E_LUMO (spin up / spin down): 0.094 / 0.094 Ha
* net charge: -1
* energy relative to the best compared isomer or geometry (same formula, charge and spin): 13.1 kcal/mol
* multiplicity: 6
* <S²>: 8.765

Cartesian coordinates (Å):
1 Mn 0.552 0.714 -1.883
2 F -4.866 2.001 -2.476
3 C -3.861 1.099 -2.624
4 C -2.606 1.384 -2.140
5 C -1.574 0.444 -2.259
6 C -1.860 -0.752 -2.934
7 C -3.139 -0.977 -3.429
8 F -3.429 -2.114 -4.130
9 C -4.170 -0.079 -3.282
10 C -0.732 -1.726 -3.144
11 C -0.912 -3.096 -3.376
12 C 0.195 -3.913 -3.515
13 C 1.464 -3.378 -3.419
14 C 1.562 -2.017 -3.177
15 N 0.499 -1.227 -3.055
16 H -2.430 2.357 -1.686
17 H -5.155 -0.276 -3.681
18 H -1.909 -3.501 -3.424
19 H 0.059 -4.975 -3.686
20 H 2.356 -3.981 -3.514
21 H 2.521 -1.524 -3.065
22 S 2.770 0.526 -0.976
23 C 2.994 -0.594 0.373
24 C 4.305 -0.923 0.756
25 C 4.561 -1.763 1.827
26 C 3.511 -2.311 2.556
27 C 2.209 -1.998 2.197
28 C 1.943 -1.143 1.129
29 As 0.135 -0.757 0.535
30 C -0.855 -1.519 2.049
31 C -1.639 -2.641 1.805
32 C -2.410 -3.210 2.817
33 C -2.404 -2.651 4.085
34 C -1.625 -1.525 4.337
35 C -0.859 -0.960 3.326
36 C -0.059 1.102 1.157
37 C 0.971 1.823 1.748
38 C 0.720 3.080 2.289
39 C -0.555 3.628 2.225
40 C -1.584 2.914 1.625
41 C -1.336 1.650 1.101
42 H 5.125 -0.498 0.187
43 H 5.587 -1.992 2.094
44 H 3.703 -2.971 3.393
45 H 1.391 -2.426 2.762
46 H -1.655 -3.077 0.813
47 H -3.017 -4.083 2.610
48 H -3.008 -3.082 4.874
49 H -1.619 -1.081 5.326
50 H -0.262 -0.082 3.535
51 H 1.969 1.409 1.786
52 H 1.526 3.634 2.755
53 H -0.744 4.617 2.626
54 H -2.576 3.344 1.551
55 H -2.149 1.091 0.648
56 C 2.239 5.216 -0.279
57 O 1.958 4.122 -1.144
58 C 0.798 4.102 -1.803
59 S -0.359 5.276 -1.587
60 S 0.762 2.853 -3.012
61 H 3.181 4.954 0.197
62 H 1.452 5.348 0.460
63 H 2.340 6.137 -0.853


Formula: C31H23BrN3O7ReS
Source: the OMol25 dataset
Level of theory: wB97M-V/def2-TZVPD

Values from the calculation:
* orbital gap (spin up / spin down): 6.538 / 6.115 eV
* E_LUMO (spin up / spin down): -0.126 / -0.136 Ha
* net charge: +1
* energy relative to the best compared isomer or geometry (same formula, charge and spin): 8.5 kcal/mol
* multiplicity: 2
* <S²>: 0.754

Cartesian coordinates (Å):
1 Re -1.431 0.566 0.319
2 O -2.713 -3.123 5.187
3 C -2.392 -2.290 4.192
4 C -1.400 -1.315 4.293
5 C -1.139 -0.531 3.191
6 N -1.793 -0.666 2.048
7 C -2.761 -1.579 1.959
8 C -3.095 -2.421 2.990
9 C -3.409 -1.593 0.616
10 O -4.285 -2.330 0.281
11 O -2.840 -0.672 -0.178
12 C -0.066 0.506 3.093
13 O 0.412 1.030 4.067
14 O 0.237 0.712 1.841
15 H -2.175 -2.954 5.971
16 H -0.829 -1.145 5.197
17 H -3.877 -3.156 2.863
18 Br -0.181 5.758 5.416
19 C -0.871 4.555 4.137
20 C -2.078 3.888 4.393
21 C -2.607 3.009 3.479
22 C -1.930 2.731 2.282
23 O -2.464 1.886 1.430
24 C -0.712 3.407 2.026
25 C 0.013 3.202 0.820
26 N -0.184 2.230 -0.013
27 C 0.405 2.244 -1.302
28 C 1.585 2.819 -1.681
29 C 1.970 2.770 -3.041
30 C 1.169 2.192 -3.987
31 C -0.057 1.592 -3.609
32 C -0.983 1.006 -4.504
33 C -2.135 0.467 -4.016
34 C -2.374 0.456 -2.628
35 N -1.525 0.981 -1.766
36 C -0.393 1.586 -2.253
37 C -0.211 4.340 2.959
38 H -2.594 4.070 5.326
39 H -3.536 2.490 3.674
40 H 0.759 3.948 0.554
41 H 2.234 3.291 -0.956
42 H 2.909 3.220 -3.333
43 H 1.455 2.194 -5.030
44 H -0.772 1.006 -5.566
45 H -2.871 0.024 -4.671
46 H -3.256 -0.008 -2.213
47 H 0.716 4.856 2.748
48 C 4.130 -4.201 -4.339
49 C 3.453 -3.355 -3.298
50 C 2.063 -3.280 -3.225
51 C 1.433 -2.530 -2.246
52 C 2.214 -1.836 -1.334
53 C 3.601 -1.851 -1.412
54 C 4.211 -2.617 -2.390
55 S 1.496 -1.000 0.045
56 C 1.309 -2.396 1.137
57 O 0.075 -0.724 -0.466
58 H 3.413 -4.820 -4.874
59 H 4.875 -4.853 -3.882
60 H 4.649 -3.576 -5.067
61 H 1.464 -3.829 -3.941
62 H 0.355 -2.480 -2.186
63 H 4.197 -1.277 -0.713
64 H 5.291 -2.647 -2.448
65 H 0.695 -3.142 0.635
66 H 0.848 -2.052 2.060
67 H 2.306 -2.786 1.341


Q: net charge of number 7 (C31H23BrN3O7ReS)?
A: +1


Q: Which of these has the lowest net charge?
A: C31H20Cl2NO5PPdS